# 1
This record from OMol25 describes C5H10N2 in the gas phase at a distorted geometry. The level of theory is ωB97M-V with the def2-TZVPD basis set.

The calculation puts the energy above the lowest of the compared OMol25 structures with the same formula, charge and spin at 357.2 kJ/mol. Its electronic energy is -305.88782 Ha. The SMILES is C1C[C@@H]2N[C@H]2CN1. The orbital gap comes out at 10.009 eV.

Last column: Mulliken charge in e.
Geometry (Å):
1 C -1.46753 0.01196 0.18006  -0.539
2 C -0.63179 1.27344 0.31529  -0.541
3 C 0.69881 0.63573 0.76487  -0.483
4 C 1.16275 -0.01566 -0.49895  0.207
5 C 0.69407 -1.43715 -0.39000  -0.737
6 H -2.38288 0.27625 -0.36319  0.374
7 H -1.77883 -0.22760 1.27089  0.252
8 H -1.13267 2.05168 0.92503  0.314
9 H -0.48464 1.63265 -0.72574  0.255
10 H 0.61022 -0.01682 1.61154  0.401
11 H 2.13676 1.71818 -0.03555  0.357
12 H 0.82100 0.47284 -1.47158  0.324
13 H 1.05923 -1.92461 0.57610  0.267
14 H 0.81497 -2.10872 -1.24059  0.354
15 H -1.38044 -1.97267 -0.62792  0.247
16 N 2.06324 0.67762 0.32230  -0.682
17 N -0.80227 -1.04714 -0.61255  -0.370

Cartesian forces, eV/Å:
-1.00 -0.48 1.41
1.00 0.69 -0.63
-1.66 0.17 -0.42
-0.57 -0.79 -1.60
-1.32 0.43 -0.08
0.02 -0.25 0.18
0.42 -0.30 -1.53
0.32 -0.51 -0.12
-0.18 0.47 0.82
-0.38 -0.26 0.34
0.66 -2.79 0.37
0.64 -0.84 1.49
-0.87 0.57 -1.09
0.65 0.00 0.07
1.16 2.47 0.15
1.82 4.65 -0.18
-0.71 -3.23 0.82

=====

# 2
This record from OMol25 describes C4H9NO in the gas phase at a distorted geometry. The level of theory is ωB97M-V with the def2-TZVPD basis set.

The calculation puts the energy above the lowest of the compared OMol25 structures with the same formula, charge and spin at 495.1 kJ/mol. Its electronic energy is -287.64387 Ha. The SMILES is C=NOC(C)C. The orbital gap comes out at 10.444 eV.

Last column: Mulliken charge in e.
Geometry (Å):
1 C -1.27615 1.39547 -0.59291  -0.949
2 C -0.19486 0.39890 -0.01467  0.301
3 C -0.88859 -0.86638 0.66989  -0.967
4 C 2.30519 -0.84470 0.09106  -0.241
5 H -1.48230 2.13050 0.37324  0.270
6 H -2.32693 0.82991 -0.78738  0.235
7 H -0.76337 1.95930 -1.48122  0.302
8 H 0.57495 0.87509 0.66142  0.132
9 H -1.54987 -0.40275 1.52948  0.284
10 H -1.55501 -1.21758 -0.15281  0.275
11 H -0.15723 -1.64506 1.00955  0.356
12 H 2.14909 0.18674 0.83144  0.171
13 H 3.07294 -1.69629 0.11117  0.313
14 N 1.58163 -1.03364 -1.02656  -0.277
15 O 0.51051 -0.06952 -1.22169  -0.207

Cartesian forces, eV/Å:
-0.25 0.59 2.19
-0.07 -1.19 -0.54
-0.52 2.22 0.22
-1.68 0.68 -2.46
0.33 -1.47 -2.79
2.75 1.44 -0.02
-1.53 -0.98 1.65
-1.36 -0.04 -0.65
1.31 -1.34 -1.46
0.44 -0.22 0.90
-0.90 0.82 -0.21
0.86 -3.65 -2.04
-0.85 1.81 0.68
0.79 1.98 3.83
0.67 -0.67 0.70